Formula: C6H9N
Source: the OMol25 dataset
Level of theory: ωB97M-V/def2-TZVPD

The calculated total energy is -288.658936 a.u. As for the gap between HOMO and LUMO: 0.316 hartree. The calculation puts the energy relative to the best compared isomer or geometry (same formula, charge and spin) at 77.25 kcal per mole. Its charge is 0.

Each line ends with the Mulliken charge.
Cartesian coordinates (Å):
C1 -3.44 0.67 -1.32  -0.334
N1 -2.32 0.47 -1.82  -0.449
C2 -1.07 0.40 -1.26  -0.025
C3 -0.78 -0.21 -0.10  -0.305
C4 0.55 -0.44 0.61  -0.453
C5 1.87 -0.39 0.40  0.056
C6 2.95 -0.35 1.40  -1.161
H1 -4.23 0.88 -2.00  0.262
H2 -3.65 1.19 -0.37  0.245
H3 -0.26 0.67 -1.89  0.400
H4 -1.54 -0.87 0.32  0.265
H5 0.28 -0.66 1.59  0.286
H6 2.15 -0.23 -0.67  0.256
H7 2.66 -1.08 2.17  0.303
H8 2.96 0.57 1.89  0.268
H9 3.88 -0.62 1.06  0.387



Formula: C6H9N
Source: the OMol25 dataset
Level of theory: ωB97M-V/def2-TZVPD

The calculated total energy is -288.576861 a.u. As for the gap between HOMO and LUMO (alpha / beta): 0.275 / 0.274 hartree. The calculation puts the energy relative to the best compared isomer or geometry (same formula, charge and spin) at 128.75 kcal per mole. Its charge is 0.

Each line ends with the Mulliken charge.
Cartesian coordinates (Å):
C1 0.85 -1.18 0.14  -0.236
C2 0.70 0.10 0.59  0.943
C3 -2.14 1.15 -1.31  -0.301
C4 -0.53 0.76 0.23  -0.511
C5 0.70 -2.02 -1.04  -0.888
C6 1.37 0.68 1.73  -1.380
N1 -1.16 0.54 -0.91  -0.257
H1 -2.62 0.90 -2.28  0.267
H2 -2.61 2.01 -0.68  0.163
H3 -1.11 1.19 0.98  0.392
H4 0.96 -1.61 -1.99  0.313
H5 -0.42 -2.30 -1.08  0.243
H6 1.34 -2.96 -0.86  0.286
H7 2.14 0.13 2.25  0.377
H8 0.69 0.94 2.66  0.256
H9 1.84 1.66 1.58  0.335



Formula: C6H9N
Source: the OMol25 dataset
Level of theory: ωB97M-V/def2-TZVPD

The calculated total energy is -288.558240 a.u. As for the gap between HOMO and LUMO: 0.318 hartree. The calculation puts the energy relative to the best compared isomer or geometry (same formula, charge and spin) at 140.44 kcal per mole. Its charge is 0.

Each line ends with the Mulliken charge.
Cartesian coordinates (Å):
C1 1.40 1.05 -1.47  -0.819
C2 -0.65 -0.92 -0.19  -0.611
C3 -1.14 0.28 0.59  -0.177
C4 -2.14 -0.22 1.53  -0.713
C5 -2.91 -0.75 2.29  0.210
C6 0.81 -0.96 -0.32  -0.334
N1 1.59 0.26 -0.26  -0.371
H1 0.38 1.45 -1.49  0.227
H2 1.55 0.48 -2.40  0.322
H3 2.08 1.91 -1.47  0.331
H4 -1.62 0.94 -0.15  0.231
H5 -0.36 0.88 1.08  0.308
H6 -3.61 -1.24 2.93  0.396
H7 0.92 -1.53 0.63  0.336
H8 1.12 -1.66 -1.12  0.404
H9 2.57 0.03 -0.17  0.260



Formula: C6H9N
Source: the OMol25 dataset
Level of theory: ωB97M-V/def2-TZVPD

The calculated total energy is -288.662039 a.u. As for the gap between HOMO and LUMO: 0.369 hartree. The calculation puts the energy relative to the best compared isomer or geometry (same formula, charge and spin) at 75.30 kcal per mole. Its charge is 0.

Each line ends with the Mulliken charge.
Cartesian coordinates (Å):
C1 1.50 1.33 -0.03  -0.349
C2 0.44 0.79 -0.89  -0.220
N1 1.71 0.04 -0.71  -0.518
C3 0.99 -1.02 0.06  -0.427
C4 -0.31 -0.23 -0.06  0.484
C5 -1.38 -0.03 0.97  -0.759
C6 -1.67 -0.74 -0.33  -0.626
H1 1.17 1.45 1.01  0.184
H2 2.24 2.06 -0.34  0.265
H3 0.10 1.20 -1.84  0.381
H4 1.46 -1.16 1.04  0.287
H5 0.95 -2.00 -0.44  0.291
H6 -1.79 0.97 1.12  0.251
H7 -1.34 -0.64 1.87  0.244
H8 -1.83 -1.82 -0.33  0.252
H9 -2.23 -0.19 -1.09  0.259



Formula: C6H9N
Source: the OMol25 dataset
Level of theory: ωB97M-V/def2-TZVPD

The calculated total energy is -288.619324 a.u. As for the gap between HOMO and LUMO (alpha / beta): 0.316 / 0.289 hartree. The calculation puts the energy relative to the best compared isomer or geometry (same formula, charge and spin) at 102.11 kcal per mole. Its charge is 0.

Each line ends with the Mulliken charge.
Cartesian coordinates (Å):
C1 -0.59 1.99 0.60  -0.865
N1 -0.56 0.79 -0.20  -0.429
C2 0.78 0.15 -0.12  -0.044
C3 0.50 -0.95 0.87  -0.546
C4 -0.66 -1.46 0.04  -0.480
C5 -0.32 -1.45 -1.32  -0.254
C6 0.63 -0.46 -1.47  -0.546
H1 0.05 2.78 0.17  0.303
H2 -1.61 2.39 0.64  0.295
H3 -0.23 1.83 1.64  0.287
H4 1.62 0.83 0.04  0.514
H5 0.20 -0.54 1.84  0.264
H6 1.28 -1.71 1.02  0.303
H7 -1.50 -2.03 0.44  0.411
H8 -0.86 -1.95 -2.12  0.386
H9 1.04 -0.06 -2.39  0.402



Formula: C6H9N
Source: the OMol25 dataset
Level of theory: ωB97M-V/def2-TZVPD

The calculated total energy is -288.727039 a.u. As for the gap between HOMO and LUMO: 0.333 hartree. The calculation puts the energy relative to the best compared isomer or geometry (same formula, charge and spin) at 34.51 kcal per mole. Its charge is 0.

Each line ends with the Mulliken charge.
Cartesian coordinates (Å):
C1 -0.63 2.19 0.79  -0.815
C2 -0.27 1.53 -0.61  -0.783
N1 0.01 0.16 -0.41  0.211
C3 1.26 -0.30 0.00  -0.356
C4 1.10 -1.69 0.35  -0.525
C5 -0.30 -1.96 0.13  -0.550
C6 -0.91 -0.81 -0.38  -0.278
H1 -1.63 1.75 1.14  0.252
H2 -0.60 3.28 0.67  0.336
H3 0.22 1.95 1.51  0.264
H4 0.48 1.95 -1.33  0.411
H5 -1.22 1.55 -1.37  0.291
H6 1.97 0.47 0.16  0.397
H7 1.95 -2.38 0.47  0.358
H8 -0.78 -2.83 0.47  0.411
H9 -1.94 -0.66 -0.62  0.375



- What is the calculated total energy in the sixth record?
  -288.727039 a.u.